C40H27AsCrN5O2 | wB97M-V/def2-TZVPD

XYZ file:
```
76
Properties=species:S:1:pos:R:3:forces:R:3
C 0.1845 -3.1433 0.0256 -0.0763 -0.0132 0.0883
C -3.5837 -5.8291 -3.1456 0.0079 -0.0046 -0.0082
N 2.1992 0.2420 -0.1336 -0.0539 0.1845 -0.0703
C 4.8763 0.5058 -0.7642 0.0725 0.0304 -0.1132
C -3.3049 -3.0363 3.3960 0.0005 0.0047 -0.0008
H -7.8607 0.7749 -0.9956 0.0081 0.0057 0.0026
H 4.8939 -1.5801 -1.0409 0.0040 0.0040 0.0011
Cr 0.1858 0.1429 0.1647 0.2985 0.0946 0.3030
C -4.3145 1.9699 1.2077 0.0119 0.0023 0.0357
C 2.0697 -4.4920 -0.4801 -0.0052 0.0306 0.0071
H -2.7950 -3.5615 4.1929 0.0090 0.0029 -0.0114
C -2.5600 1.5060 -0.3281 0.0257 0.0490 0.0165
C -6.1133 0.2626 -2.1314 -0.0294 0.0180 0.0131
C -2.6760 -4.8842 -3.5999 -0.0011 0.0103 0.0082
C -5.2331 -0.9943 0.1911 -0.0559 -0.0789 0.0442
C -4.0088 -4.4965 -1.1879 -0.0187 -0.0058 -0.0203
C -6.4690 -0.3548 0.1733 0.0102 0.0000 0.0054
C -5.2140 -1.7907 2.6141 -0.0496 -0.0005 -0.0394
C 6.3889 0.6593 -1.1291 0.0731 -0.0398 0.2933
C 0.7264 -4.3972 -0.1611 0.0372 -0.0227 -0.0151
C -2.4362 0.6275 1.7979 0.0528 0.1287 -0.0901
C 2.8037 -3.3247 -0.5807 0.0153 -0.0639 -0.0168
H -6.4671 0.7420 -3.0350 -0.0006 -0.0075 0.0051
H 3.8572 -3.3583 -0.8122 -0.0015 0.0087 -0.0029
H -1.7107 -3.0112 -3.1943 0.0013 0.0026 -0.0175
H -3.7752 -6.7188 -3.7310 0.0019 0.0047 0.0060
C -3.1027 -3.5438 -1.6444 0.0531 -0.0728 0.1166
C -2.4304 -3.7439 -2.8452 0.0142 -0.0312 0.0120
H -1.7553 -3.3990 1.9732 -0.0187 -0.0486 0.0742
C -4.2465 -5.6372 -1.9393 0.0007 -0.0034 0.0017
C 2.1816 -2.1034 -0.3762 0.0304 0.0415 -0.0995
H -1.8877 0.0255 2.5110 -0.0025 -0.0259 0.0022
C -4.6456 -1.7050 1.3473 0.0590 -0.0063 -0.0458
C -3.7630 2.1244 -0.0587 0.0088 0.0551 -0.0459
H -2.1024 1.5992 -1.3054 -0.0160 -0.0135 -0.0189
H -6.1796 -1.3416 2.8137 0.0043 -0.0168 -0.0059
C 2.3469 3.8598 0.4114 0.0594 0.0091 0.0122
C -5.5832 2.5691 1.5305 0.0504 0.0129 -0.0131
H 4.6432 2.5658 -0.4005 -0.0062 -0.0139 0.0027
O 6.9293 -0.4211 -1.3988 -0.0717 0.1192 -0.0807
C -2.7237 -2.9451 2.1375 -0.0866 0.0625 -0.0450
H -4.9935 -2.5234 4.6132 -0.0003 -0.0057 -0.0129
C -4.5449 -2.4548 3.6306 -0.0007 -0.0051 0.0485
C 4.2682 -0.7389 -0.7733 -0.0002 -0.0120 0.0087
H -4.2681 -0.3860 -3.0148 -0.0042 -0.0152 -0.0253
C -4.4403 -0.9890 -0.9587 -0.0512 -0.1090 0.0205
H 3.3583 4.1069 0.1264 -0.0038 -0.0112 0.0107
C -4.8799 -0.3754 -2.1203 0.0766 0.0751 0.0066
H -2.1576 -5.0335 -4.5380 -0.0028 -0.0023 0.0046
C 1.4917 4.8332 0.8852 -0.0159 0.0280 0.0050
C -3.6347 1.2128 2.1548 -0.0387 0.0351 0.0748
H 1.8237 5.8590 0.9721 -0.0017 -0.0083 0.0010
H 2.5414 -5.4522 -0.6387 -0.0012 0.0024 -0.0049
N 0.6396 2.1899 0.6283 -0.1364 0.3504 0.0005
N 0.8671 -1.9976 -0.0847 -0.1546 -0.0542 0.0499
H -0.8547 -3.0638 0.2884 0.0370 0.0679 -0.0354
H -4.0404 1.0644 3.1455 0.0214 -0.0008 -0.0114
O 6.7848 1.8295 -1.0419 -0.0571 -0.1008 -0.1154
H -4.5332 -4.3494 -0.2511 0.0004 0.0066 -0.0028
C -6.8996 0.2780 -0.9841 -0.0017 -0.0083 -0.0058
H -7.1022 -0.3479 1.0521 -0.0002 0.0044 -0.0080
C 4.1222 1.6169 -0.4124 0.0213 0.0001 -0.0288
H -1.1680 2.8572 1.3911 -0.0552 -0.0451 0.0047
C 0.2086 4.4652 1.2584 0.0089 0.0496 0.0139
N -1.8964 0.7755 0.5787 0.2122 -0.3292 0.1151
H -0.4925 5.1823 1.6605 -0.0039 -0.0099 -0.0115
H -4.9525 -6.3770 -1.5849 0.0039 0.0051 -0.0074
C -0.1727 3.1515 1.1060 0.0477 -0.1066 0.0033
N -6.5955 3.0450 1.7874 0.0104 -0.0138 0.0094
C -3.3897 -2.2832 1.1115 -0.0305 -0.0386 0.0246
H 0.0972 -5.2700 -0.0594 0.0009 0.0043 0.0007
H -4.2712 2.6979 -0.8201 0.0165 -0.0133 -0.0139
As -2.7467 -1.8911 -0.6867 -0.2705 -0.0251 -0.3517
C 1.9030 2.5495 0.3144 0.0026 -0.0386 -0.0362
C 2.7903 1.4533 -0.1069 0.0163 -0.0405 -0.0449
C 2.9314 -0.8368 -0.4479 -0.0617 -0.0475 0.0236
```
Positions in Å, forces in eV/Å.

Values from the calculation:
Energy: -142719.333 eV
Energy above the lowest of the compared OMol25 structures with the same formula, charge and spin: 1.284 eV
2S+1: 5
Net charge: +1
Largest force on an atom: 0.44 eV/Å
HOMO level (spin up / spin down): -10.1 / -10.1 eV

---

C40H27Cl4N6O4S2Ti | wB97M-V/def2-TZVPD

XYZ file:
```
84
Properties=species:S:1:pos:R:3:forces:R:3
C 5.2021 1.6775 3.5781 0.2956 0.1693 0.5316
Ti 0.2838 -0.0413 -0.0756 0.1443 0.6610 -0.2659
N 3.7533 1.5009 1.7377 -0.3984 1.8976 0.8567
H 1.4184 2.6514 -3.7014 0.0955 0.1425 -0.0405
C 1.2214 2.9234 -1.5624 -0.1429 -0.5183 0.1397
H 6.8044 -0.8493 0.2434 -0.1494 0.0216 -0.1140
C 0.9035 -3.0874 -0.1052 0.5066 -0.0137 0.2959
H -7.0344 0.3394 -1.5332 0.0615 0.2250 0.0571
C 0.2538 1.8283 4.7488 -0.1123 0.0285 -0.0274
H -6.7523 4.5812 -0.6140 0.0731 -0.2707 -0.0360
H 5.9715 -1.5828 -1.9060 -0.0931 0.0034 -0.0298
H 3.5472 -3.9290 0.2014 -0.0363 -0.3430 -0.0858
C 3.2595 -4.9554 -0.0322 0.5411 0.2216 0.1641
C 4.9645 -1.2854 -1.6258 0.2292 -0.3594 -0.5645
C -6.4858 3.5400 -0.7661 -0.1250 0.1479 0.0055
H -4.6714 -3.5475 -2.2643 0.0805 0.0565 0.0616
C -0.0608 1.1132 2.4591 -0.3128 0.0324 -0.4114
C 0.9878 0.1931 2.6164 0.0270 -0.6394 -0.4809
C 4.2619 2.4727 4.2075 -0.0739 0.0847 -0.0045
C 5.8736 -0.3451 0.5021 -0.4718 -0.9613 -1.4653
C 4.1761 -6.0550 -0.0099 -0.0302 0.3834 0.0521
H -2.9077 -5.2281 -2.0981 0.0397 0.0808 0.0150
Cl -0.2372 2.8375 6.0717 0.1256 -0.1585 -0.2307
H 4.0199 -8.2163 -0.4108 -0.1191 0.2595 0.0099
C 5.9150 0.3395 1.6239 -0.2980 1.1031 1.3911
H 4.0163 -2.1101 -3.3858 0.0146 0.0092 0.0536
H -0.5300 -5.8220 -1.4300 -0.0077 0.1422 -0.0019
N 1.3910 2.1631 -0.2980 -0.0305 -0.0325 -0.7880
C 0.2694 1.0456 -2.9860 -0.5564 -0.3905 0.4117
C 4.7507 -0.6214 -0.4377 0.8497 0.2310 0.5555
C 4.9039 1.1999 2.3207 0.8705 -0.7117 -0.5330
C -2.9276 0.5368 -0.3937 0.1291 0.2754 0.2077
C -6.5697 1.2796 -1.2464 -0.5936 -0.0503 -0.1224
C -4.4796 -0.9295 -1.4012 -0.2633 -0.7938 -0.3804
C -2.2694 -1.5954 -0.8530 1.0268 -0.4706 0.1824
H -8.3458 2.6228 -1.3770 0.2645 -0.0551 0.0481
S 1.9219 -7.0026 -0.6850 -0.3384 -0.2751 -0.1066
H 4.4406 2.8644 5.2054 -0.0411 -0.0201 -0.1040
C 3.4487 -0.2994 -0.1211 -0.8572 -0.5183 0.0271
C -3.4937 -1.9350 -1.3701 -0.9472 -0.3729 -0.4155
Cl 2.2176 0.8738 6.3713 -0.1474 -0.0186 -0.2733
C 1.3890 2.0411 -2.8041 0.2246 0.1873 0.1474
C -1.4403 -3.8803 -1.2069 -0.1406 -0.4953 -0.1943
H 1.9661 2.5214 1.9265 0.4791 0.0583 0.4326
H 0.9708 2.6702 0.4630 -0.3127 0.1685 -0.0302
H 6.1382 1.4234 4.0627 -0.0995 0.0573 -0.0280
S -4.8881 3.0179 -0.5044 0.4121 0.1419 0.1144
Cl -1.7458 3.0166 3.2681 0.1274 -0.0592 0.1110
O 1.2439 -0.5278 1.5213 0.5278 0.1281 1.6471
O 0.0178 0.3290 -1.9090 -0.1295 0.3096 -2.1567
C 3.5785 -7.2266 -0.3483 0.0822 -0.1590 0.0046
C 1.3224 0.9527 4.8850 -0.1404 -0.2818 0.0182
C 0.8014 -4.4233 -0.5319 1.1827 -0.1019 0.4189
C 1.9921 -5.3160 -0.3804 -0.5826 0.4031 -0.0973
C 3.8838 -1.5878 -2.4473 0.2158 -0.0284 -0.0296
N 3.1009 2.7964 3.6367 0.2290 0.0553 -0.5421
O -0.5703 1.1493 1.2371 -0.3357 0.3423 1.1679
C -3.7050 -3.2879 -1.8424 -0.2527 0.3440 0.0027
H 6.8639 0.2944 2.1462 -0.0149 0.1268 0.1122
C -1.2082 -2.5846 -0.7819 -0.7920 0.5974 -0.1257
C -2.7337 -4.2127 -1.7572 0.2585 -0.1932 0.0467
H 2.3390 1.5043 -2.7215 -0.0053 -0.0293 -0.0747
C -0.3832 -4.7995 -1.0851 -0.7258 -0.5684 -0.4065
O -0.3570 0.9570 -4.0274 0.3067 -0.0832 0.3365
H 3.2290 0.1776 0.8145 -0.1164 -0.5117 -0.4942
C -7.2862 2.5129 -1.1591 -0.0639 -0.3109 -0.0806
H 1.9194 3.7523 -1.6162 0.1763 0.2017 -0.0219
H 1.7889 -2.7331 0.4027 0.0892 0.0325 -0.0252
N -0.0377 -2.1914 -0.2590 -0.1362 -0.3577 -0.0939
C 2.9088 2.2828 2.4176 0.5278 0.2755 0.3485
H 1.7505 -1.3999 -2.6591 -0.0635 -0.0261 -0.0449
C -5.2524 1.3923 -0.9214 0.5440 -0.3854 0.0454
C 1.6847 0.1317 3.7990 -0.0209 -0.2469 0.5779
Cl 3.0370 -0.9568 3.8677 -0.1941 -0.0601 0.1856
H -2.6409 1.4900 0.0372 -0.0255 0.0322 0.0082
H 0.2209 3.3452 -1.5626 -0.1873 0.0705 0.0439
N -1.9921 -0.3786 -0.3736 -0.0704 0.2151 0.0127
H -5.4523 -1.1587 -1.8232 0.0686 -0.0391 0.0079
C -0.4345 1.9095 3.5220 -0.0533 0.2336 0.2934
C -4.2196 0.3141 -0.9116 -0.3198 0.9686 0.2062
H 5.2287 -5.9690 0.2442 -0.2330 0.0165 -0.0413
C 2.6202 -1.2061 -2.0450 -0.0760 0.1719 -0.2110
N 2.3993 -0.5614 -0.8963 0.2152 -0.3761 -0.1214
H 2.3749 2.0704 -0.0809 0.1966 -0.0268 -0.0549
```
Positions in Å, forces in eV/Å.

Values from the calculation:
Energy: -153929.558 eV
Energy above the lowest of the compared OMol25 structures with the same formula, charge and spin: 0.000 eV
2S+1: 2
Largest force on an atom: 2.18 eV/Å
HOMO level (spin up / spin down): -6.7 / -7.2 eV

---

C40H27Cl4N6O4S2Ti | wB97M-V/def2-TZVPD

XYZ file:
```
84
Properties=species:S:1:pos:R:3:forces:R:3
C -1.4197 -4.3297 0.1061 -0.0105 -0.0523 -0.0118
Cl 1.1515 0.5544 5.8646 0.0310 -0.0336 0.0276
C -0.0224 2.2082 -1.8066 0.2618 0.1326 -0.1342
H -0.6978 5.4636 -2.4792 0.0375 0.0014 -0.0225
H -2.9579 2.4663 -0.3702 -0.1107 -0.0534 -0.0233
H 6.8996 -3.5079 -2.9185 -0.0019 -0.0260 0.0183
H 0.8138 -4.7159 3.2873 -0.0690 0.0806 0.1117
C -3.3762 -0.8812 -2.1764 -0.5379 -0.1724 -0.4891
C 0.5322 0.7405 3.2449 0.0200 -0.0284 -0.1042
C -0.8271 4.4567 -2.1040 -0.0629 -0.1090 0.0456
H 1.3485 -2.0068 -1.4688 -0.0203 0.0356 0.0731
O 0.0280 0.7927 0.8815 0.9395 0.5969 1.3667
H -4.5545 0.6912 1.2967 0.0163 0.0127 0.0325
H 0.9659 -1.5822 1.1426 0.1072 0.2561 0.0712
H -2.4196 6.8395 -2.2478 0.0146 -0.0201 -0.0247
H -5.3834 1.6871 0.2923 0.0576 -0.0029 0.0649
H 2.6142 -3.8379 4.1911 -0.0186 -0.0662 -0.0150
N -0.5859 -2.1205 -0.1059 0.3866 -0.6145 0.3055
C 0.3284 -3.5717 1.5843 -0.1747 -0.0040 -0.4147
C 1.6077 -0.9971 -1.7471 0.5301 -0.2022 -0.1711
C 2.8741 -0.7458 -2.2535 -0.4424 0.2505 0.0803
C -4.6415 -0.0668 -1.9384 0.3752 -0.0740 0.2313
C -5.1168 -0.1915 -0.4700 0.1140 0.1307 -0.1816
C 3.8455 -3.0146 -1.6214 -0.1011 0.1906 -0.0452
C -2.0119 4.0981 -1.4381 0.3002 -0.3703 0.0204
C -1.4039 -3.0967 -0.5164 0.0289 -0.1047 -0.0675
H -0.5796 -5.5191 1.6792 -0.0443 0.0132 0.0350
H -4.6958 -1.0977 -0.0315 -0.0445 0.0060 0.0504
Cl -3.0611 -1.9847 3.5755 -0.0799 -0.0105 -0.0303
C -1.4014 -0.3499 2.2568 0.5436 0.3283 0.6050
C 0.1791 3.5278 -2.2881 -0.2362 -0.0331 0.1035
H 1.5669 4.8288 -3.3232 0.0309 -0.0012 0.0015
S -4.5973 4.5657 -0.5014 0.1745 0.1757 -0.1495
C 0.9444 1.2128 -2.0061 0.0834 0.3271 -0.1889
H 3.0204 -3.3382 -1.0028 0.0161 0.0214 0.0352
H -2.1008 -5.0935 -0.2410 0.0077 0.0022 -0.0251
C -3.1168 5.0334 -1.2848 -0.4551 0.1755 0.1174
H -4.4474 0.9836 -2.1636 -0.0414 0.0235 0.0161
H 4.3241 -0.4736 0.4176 0.0298 -0.0281 0.0179
N 3.3494 -1.7668 1.6715 -0.6853 -0.2342 -0.0217
C 4.3666 -0.9671 1.3841 -0.1458 -0.0119 -0.1536
H 5.1633 -4.7681 -1.3971 0.0283 -0.0026 -0.0098
H 4.1108 0.7850 -3.1632 -0.0023 0.0767 -0.0104
O -2.2496 -0.4411 -1.6389 -2.2580 -0.7109 -1.1560
S 5.3793 -1.6169 -3.1106 -0.2430 -0.1196 0.1373
Ti -1.0580 -0.0364 -0.3833 0.8697 -0.1453 -0.8662
H 3.3058 3.1195 -3.5903 0.0035 -0.0013 -0.0039
C -2.0974 2.7969 -0.9409 -0.1880 0.2983 -0.0602
H -4.7214 7.9377 -1.7368 -0.0202 0.0056 0.0144
O -2.0726 -0.4971 1.1230 -0.7860 -0.0091 0.5945
C -1.7087 -0.9202 3.4822 -0.0865 -0.0593 -0.1649
C 4.4169 -2.1667 3.7365 -0.1751 -0.0697 0.0118
C 2.3303 -3.3601 3.2592 -0.5156 -0.3815 -0.1551
C 5.4292 -1.3197 3.3288 0.0132 -0.0209 -0.0180
O -3.4075 -1.9128 -2.8130 0.0984 0.0552 0.1417
C 2.1775 1.5379 -2.6277 0.0206 -0.3233 0.1066
C -0.5738 -4.5606 1.1743 0.1982 0.1470 0.0221
C 5.0135 -3.7874 -1.8247 0.0503 -0.1077 -0.0016
C 0.2646 -2.3596 0.8973 0.4111 -0.4805 0.1112
H -2.0407 -2.8857 -1.3669 -0.0253 0.0835 0.0571
C -0.2318 0.4388 2.1266 -0.3716 -0.2499 0.5978
C -5.3137 6.0963 -0.7922 -0.0215 -0.1406 0.0426
H -6.2053 -0.2992 -0.4603 0.0244 -0.0962 -0.0353
N 0.6559 -0.0704 -1.5906 -0.0554 0.3734 -0.0252
C 1.4172 3.8229 -2.9505 0.1647 0.0170 -0.0815
C -3.2163 6.3245 -1.7321 0.1555 -0.1881 0.0406
N -1.1600 1.8776 -1.1199 0.5076 0.6821 -0.5011
C 1.1956 -3.8662 2.7289 0.5219 0.2099 0.3114
C -0.9046 -0.6620 4.5953 0.0286 0.1076 -0.0092
H 6.2871 -1.1187 3.9603 -0.0284 -0.0327 0.0609
Cl -1.2845 -1.3822 6.1108 -0.0442 -0.0631 0.0671
N -4.6830 0.9552 0.3290 0.0163 0.0366 -0.0258
C 5.9284 -3.1593 -2.6083 0.0697 0.1111 -0.0668
C 3.8780 -1.8010 -2.2595 0.3272 -0.3121 -0.0864
C -4.4678 6.9272 -1.4524 -0.0986 0.0811 0.0283
C 0.1933 0.1854 4.4821 -0.0285 0.0102 -0.0426
N 5.4216 -0.7158 2.1442 0.0675 0.1025 0.0538
H -6.3221 6.2822 -0.4608 0.0107 0.0559 0.0009
Cl 1.8929 1.7791 3.0650 0.0607 -0.0594 -0.0792
C 2.3692 2.8815 -3.1016 -0.0415 0.2137 -0.0329
H -5.3976 -0.4470 -2.6210 0.0590 -0.0342 -0.0354
C 3.1455 0.5554 -2.7297 -0.0782 -0.0031 0.0628
C 3.3502 -2.3855 2.8581 0.5070 0.4098 -0.1748
H 4.4487 -2.6569 4.6996 0.0297 0.0262 0.0225
```
Positions in Å, forces in eV/Å.

Values from the calculation:
Energy: -153928.940 eV
Energy above the lowest of the compared OMol25 structures with the same formula, charge and spin: 0.618 eV
2S+1: 2
Largest force on an atom: 2.63 eV/Å
HOMO level (spin up / spin down): -5.3 / -7.8 eV